Entry 1:
Molecular formula: C5H10O2
Method: DFT, the ωB97M-V functional and the def2-TZVPD basis

Computed properties:
gap between HOMO and LUMO = 10.1948 eV
E = -346.844588 Eh
E_HOMO = -9.22 eV
energy relative to the best compared isomer or geometry (same formula, charge and spin) = 474.8 kJ/mol
LUMO level = 0.98 eV

CARTESIAN COORDINATES (ANGSTROEM)
C  0.27567  1.34003  -1.06822
C  0.99230  1.37757  0.26940
O  0.29189  0.54637  1.17736
C  0.08663  -0.68851  0.53501
C  -0.83035  -1.55352  1.37776
C  -0.53354  -0.41615  -0.83943
O  -0.17414  -1.15426  -1.87476
H  0.94969  1.63145  -1.89191
H  0.21995  0.12649  -1.77044
H  -0.60635  1.97949  -1.12418
H  2.02726  1.01848  0.15250
H  1.02305  2.37603  0.71174
H  1.04349  -1.20340  0.34417
H  -1.00653  -2.51494  0.88531
H  -0.38226  -1.73591  2.35910
H  -1.79088  -1.04966  1.52553
H  -1.58588  -0.07957  -0.76895

---

Entry 2:
Molecular formula: C4H7NS
Method: DFT, the ωB97M-V functional and the def2-TZVPD basis

Computed properties:
gap between HOMO and LUMO = 9.0054 eV
E = -609.489413 Eh
E_HOMO = -8.57 eV
energy relative to the best compared isomer or geometry (same formula, charge and spin) = 181.4 kJ/mol
LUMO level = 0.44 eV
SMILES = CC(=S)N1CC1

CARTESIAN COORDINATES (ANGSTROEM)
C  1.18503  -0.87353  1.06331
C  1.07060  0.28051  0.06930
S  1.89596  1.67852  0.10552
N  0.02587  0.02072  -0.80812
C  -1.01103  0.99965  -1.14347
C  -1.29065  -0.24612  -0.37714
H  0.73382  -1.77371  0.59798
H  0.72137  -0.75501  2.01721
H  2.23916  -1.06043  1.20126
H  -1.03662  1.98699  -0.54136
H  -1.18746  0.99810  -2.17567
H  -1.44824  -0.14142  0.70336
H  -1.89782  -1.11427  -0.71217

---

Entry 3:
Molecular formula: C5H9O3Sr
Method: DFT, the ωB97M-V functional and the def2-TZVPD basis

Computed properties:
gap between HOMO and LUMO = 7.5059 eV
E = -452.052226 Eh
E_HOMO = -11.55 eV
energy relative to the best compared isomer or geometry (same formula, charge and spin) = 127.9 kJ/mol
total charge = +1
LUMO level = -4.05 eV

CARTESIAN COORDINATES (ANGSTROEM)
O  -0.88690  -0.39454  2.42673
C  0.41454  -0.42233  2.48048
C  1.17280  0.04724  1.41749
O  0.38582  1.01622  0.73114
C  0.98454  2.04921  0.04686
C  0.42423  2.57433  -1.03335
Sr  -1.84257  0.10189  0.69724
H  0.91777  -0.62911  3.43359
H  0.34231  -1.38160  -0.58036
H  1.93771  2.33332  0.49558
H  -0.38709  2.06856  -1.55961
H  0.86098  3.47155  -1.46931
O  -0.80468  -1.35776  -0.82548
C  -1.33100  -2.27196  -1.78097
H  -0.76703  -3.20865  -1.69037
H  -2.38326  -2.50836  -1.57993
H  -1.24414  -1.84415  -2.78934
H  2.20598  0.35614  1.57960

---

Entry 4:
Molecular formula: C26H66N4O10
Method: DFT, the ωB97M-V functional and the def2-TZVPD basis

Computed properties:
gap between HOMO and LUMO = 8.9751 eV
E = -2001.216403 Eh
E_HOMO = -8.35 eV
energy relative to the best compared isomer or geometry (same formula, charge and spin) = 984.9 kJ/mol
LUMO level = 0.62 eV
SMILES = COCCNCCOC.COCCNCCOC.COCCNCCOC.COCCNCCOC.OCCO

CARTESIAN COORDINATES (ANGSTROEM)
C  0.57331  0.72156  6.62207
O  -0.35669  0.62856  5.59107
C  0.02531  -0.24844  4.57807
C  -0.94469  -0.14144  3.35707
N  -0.63869  -1.36444  2.58307
C  -0.88669  -1.34544  1.15307
C  -0.31069  -2.62044  0.54107
O  -0.44769  -2.67344  -0.83693
C  0.46531  -1.90844  -1.58593
H  0.94931  -0.28044  7.00307
H  0.09331  1.23256  7.46507
H  1.37131  1.33756  6.23707
H  0.07731  -1.19244  5.11307
H  1.04731  -0.05844  4.19007
H  -0.55669  0.73456  2.78707
H  -2.00269  -0.07544  3.43807
H  -0.94569  -2.18544  3.10107
H  -0.30769  -0.48044  0.76007
H  -1.87269  -1.24644  0.95507
H  -0.81269  -3.48644  1.04607
H  0.75631  -2.77644  0.77707
H  0.35931  -2.24744  -2.67793
H  1.37431  -2.23544  -1.22793
H  0.30731  -0.74244  -1.45893
C  6.31731  -2.14744  -1.60393
O  5.28431  -2.95544  -1.91193
C  4.16731  -2.77744  -1.15693
C  4.40231  -3.17344  0.26807
N  3.29431  -2.68544  1.14707
C  3.52731  -3.00544  2.45607
C  2.30531  -3.11244  3.28507
O  2.46731  -3.69044  4.61007
C  3.02031  -2.69144  5.51107
H  6.69031  -2.28244  -0.59993
H  5.96631  -1.13544  -1.76993
H  7.18131  -2.32844  -2.24093
H  3.37831  -3.47144  -1.60093
H  3.67931  -1.77644  -1.15693
H  5.24331  -2.60944  0.72807
H  4.74831  -4.18444  0.29207
H  3.36931  -1.64344  1.08707
H  4.23731  -2.45944  3.07507
H  3.86231  -4.05044  2.51407
H  1.53931  -3.68644  2.78907
H  1.97931  -2.06244  3.39407
H  2.27031  -2.00644  5.87807
H  3.85331  -2.12244  5.15607
H  3.41331  -3.30244  6.37407
C  -10.73369  3.04556  -0.46393
O  -9.31069  3.18456  -0.64093
C  -8.46769  2.23856  0.01307
C  -7.07169  2.28456  -0.66993
N  -6.19169  1.26256  -0.08893
C  -4.92369  1.37156  -0.80093
C  -3.92269  0.24256  -0.34293
O  -2.59669  0.48056  -0.80093
C  -1.88969  1.57356  -0.38193
H  -11.25569  3.10256  -1.37893
H  -10.98969  3.85256  0.11407
H  -10.84569  2.14056  0.06007
H  -8.75269  1.26956  -0.35393
H  -8.45569  2.09456  1.13707
H  -6.71869  3.24256  -0.53793
H  -7.36169  2.33256  -1.76693
H  -6.22269  1.29056  0.98507
H  -4.51269  2.38256  -0.64193
H  -5.03969  1.12056  -1.84893
H  -4.27369  -0.77944  -0.67893
H  -3.80869  0.08456  0.67007
H  -1.15369  1.98056  -1.03693
H  -1.49669  1.57756  0.67907
H  -2.42069  2.49056  -0.22893
C  2.99731  -2.42244  -5.11893
O  3.34031  -1.34244  -4.23493
C  2.58231  -0.21444  -4.38593
C  2.91931  0.59856  -3.11993
N  2.29731  1.85056  -3.16393
C  0.82831  1.72756  -3.15693
C  0.31431  3.17256  -3.01993
O  -1.06969  3.24156  -3.19093
C  -1.40169  4.54756  -3.27893
H  3.33031  -2.06344  -6.08593
H  1.97131  -2.59644  -5.37193
H  3.52531  -3.34944  -4.86393
H  1.54031  -0.54344  -4.32293
H  2.76531  0.26156  -5.38493
H  3.95831  0.66956  -2.90993
H  2.44931  0.07856  -2.30293
H  2.46731  2.28956  -4.14493
H  0.49431  1.15856  -2.23393
H  0.40931  1.24956  -3.99293
H  0.84231  3.79956  -3.68893
H  0.62231  3.77556  -2.10993
H  -1.34569  5.01256  -2.30393
H  -2.41069  4.42856  -3.53393
H  -0.81469  5.16556  -3.96193
O  3.37031  0.37856  0.90107
C  2.03031  0.58256  0.68807
C  1.82431  2.03756  0.29107
O  2.79731  2.58356  -0.55593
H  3.82031  1.06656  0.48707
H  1.83831  -0.14344  -0.07793
H  1.41331  0.43356  1.60607
H  1.59831  2.59356  1.18507
H  0.91631  1.84856  -0.20093
H  2.68131  2.27256  -1.46893

---

no.,maximum force (eV/A)
1,0.40
2,2.37
3,4.99
4,5.07